Entry 1:
This record from the OMol25 dataset describes a molecular structure, C25H24BF2N7Ru. The level of theory is wB97M-V/def2-TZVPD.

The geometry in XYZ format:
```
60
Properties=species:S:1:pos:R:3:lowdin_charge:R:1
Ru -0.6764 -0.9536 -0.0953 1.183
C -2.6974 5.2855 -2.4549 -0.042
C -1.9057 4.1077 -1.9605 -0.261
C -0.7629 3.6723 -2.6285 -0.018
C -0.0626 2.5566 -2.2146 -0.005
C -0.4539 1.8312 -1.0873 -0.234
N 0.2307 0.6643 -0.6869 -0.086
C 1.6358 0.7286 -0.7800 -0.220
C 2.3131 1.8969 -0.4037 -0.011
C 3.6888 1.9828 -0.4383 -0.023
C 4.4784 0.8993 -0.8216 -0.264
C 5.9786 0.9832 -0.8126 -0.042
C 3.8239 -0.2698 -1.1669 0.025
C 2.4347 -0.3499 -1.1599 -0.125
N 1.8467 -1.5795 -1.5617 -0.065
C 2.2543 -2.3900 -2.5537 -0.024
C 1.5357 -3.5607 -2.4637 -0.017
C 0.6962 -3.3705 -1.3700 -0.123
N 0.8920 -2.1724 -0.8126 -0.048
C -1.5920 2.2760 -0.4183 -0.125
C -2.3168 3.3781 -0.8571 0.029
N -2.0871 1.5548 0.7069 -0.066
C -2.6861 2.0500 1.8009 -0.035
C -3.3201 1.0079 2.4421 -0.026
C -3.0471 -0.1084 1.6543 -0.124
N -2.2914 0.2167 0.6032 -0.039
H -2.0530 6.0095 -2.9519 0.082
H -3.2101 5.7926 -1.6383 0.080
H -3.4544 4.9701 -3.1754 0.090
H -0.4250 4.2092 -3.5067 0.121
H 0.8062 2.2316 -2.7714 0.128
H 1.7340 2.7540 -0.0869 0.124
H 4.1652 2.9113 -0.1475 0.121
H 6.3150 1.9955 -1.0328 0.082
H 6.4195 0.3128 -1.5495 0.081
H 6.3791 0.7090 0.1654 0.089
H 4.3935 -1.1487 -1.4442 0.125
H 3.0213 -2.0733 -3.2393 0.139
H 1.6018 -4.4195 -3.1067 0.110
H -0.0392 -4.0384 -0.9513 0.114
H -3.2190 3.6569 -0.3257 0.125
H -2.6480 3.1044 2.0158 0.138
H -3.9065 1.0554 3.3420 0.106
H -3.3611 -1.1298 1.7897 0.115
N -1.3251 -4.2800 5.2154 0.150
C -1.2037 -3.6206 4.0452 -0.303
C -1.7101 -4.1495 2.8467 0.005
C -1.5559 -3.4434 1.6799 -0.125
N -0.9428 -2.2529 1.6109 -0.095
C -0.4624 -1.7420 2.7554 -0.134
C -0.5580 -2.3751 3.9675 0.003
H -1.8160 -5.1534 5.2705 0.114
H -0.9839 -3.8834 6.0717 0.114
H -2.2144 -5.1061 2.8296 0.120
H -1.9445 -3.8396 0.7494 0.116
H 0.0267 -0.7755 2.6840 0.119
H -0.1374 -1.9087 4.8478 0.120
F -1.4366 -0.8798 -2.9580 0.194
B -1.6378 -1.4142 -1.7639 -0.735
F -2.5269 -2.4154 -1.6966 0.156
```

orbital gap (spin up / spin down)	7.932 / 7.141	eV
LUMO (spin up / spin down)	-1.913 / -3.063	eV
spin multiplicity	2
relative energy (zero: lowest compared OMol25 entry of this formula, charge and spin)	5.9	kJ/mol
strongest force on any atom	0.01670	hartree/bohr
net charge	+1

=====

Entry 2:
This record from the OMol25 dataset describes a molecular structure, C37H29KOPS4. The level of theory is wB97M-V/def2-TZVPD.

The geometry in XYZ format:
```
73
Properties=species:S:1:pos:R:3:lowdin_charge:R:1
K -1.1690 0.0990 0.3865 0.595
O -2.0276 -1.7847 -0.8932 -0.389
C -2.3684 -3.0058 -1.3747 -0.697
C -3.7898 -3.0018 -1.9446 -0.487
C -4.5626 -1.8980 -2.1207 -0.119
C -5.8223 -2.1843 -2.7199 -0.191
C -5.9818 -3.5080 -2.9879 -0.437
S -4.6074 -4.4118 -2.5055 1.015
C -2.2874 -4.0506 -0.2586 -0.473
C -2.2346 -5.4116 -0.2793 -0.147
C -2.1665 -5.9827 1.0240 -0.196
C -2.1662 -5.0360 2.0024 -0.431
S -2.2380 -3.4529 1.3474 1.061
C -1.3654 -3.4162 -2.4589 -0.411
C 0.0742 -3.5124 -2.0579 -0.266
C 0.8658 -2.1134 -3.9607 -0.121
C -0.1683 -2.4702 -4.7185 -0.399
S -1.7028 -3.0632 -4.1134 1.019
H -4.2073 -0.9210 -1.8309 0.109
H -6.5731 -1.4378 -2.9386 0.093
H -6.8324 -4.0012 -3.4307 0.052
H -2.2348 -5.9856 -1.1965 0.105
H -2.1132 -7.0453 1.2180 0.091
H -2.1147 -5.1903 3.0685 0.052
H 0.0976 -3.5811 -0.9636 0.158
H 1.7812 -1.7783 -4.4328 0.103
H -0.1262 -2.4263 -5.7996 0.059
C 6.2542 -0.5871 1.3308 -0.101
C 6.0363 0.2914 0.2806 -0.088
C 4.8018 0.3310 -0.3556 -0.075
C 3.7684 -0.5048 0.0569 -0.374
C 3.9933 -1.3723 1.1273 -0.114
C 5.2281 -1.4225 1.7533 -0.092
P 2.0966 -0.5136 -0.6877 1.100
C 2.1686 0.8571 -1.8937 -0.375
C 1.5846 2.0718 -1.5381 -0.083
C 1.5965 3.1409 -2.4263 -0.058
C 2.1945 3.0005 -3.6689 -0.079
C 2.7873 1.7951 -4.0278 -0.087
C 2.7738 0.7283 -3.1439 -0.106
C 2.1028 -1.9814 -1.7557 -0.335
C 3.1440 -2.8629 -1.8230 -0.108
C 3.1526 -4.1459 -2.4098 -0.066
C 2.0580 -4.9590 -2.7965 -0.109
C 0.7295 -4.7292 -2.6446 -0.031
C 0.7906 -2.1868 -2.4587 -0.292
H 7.2172 -0.6158 1.8249 0.096
H 6.8294 0.9521 -0.0470 0.099
H 4.6404 1.0210 -1.1738 0.098
H 3.1895 -2.0161 1.4678 0.105
H 5.3870 -2.1061 2.5779 0.099
H 1.1088 2.1937 -0.5676 0.055
H 1.1156 4.0697 -2.1471 0.089
H 2.1892 3.8301 -4.3654 0.100
H 3.2519 1.6845 -5.0001 0.098
H 3.2332 -0.2139 -3.4197 0.099
H 4.0854 -2.5557 -1.3776 0.094
H 4.1313 -4.6018 -2.5145 0.089
H 2.3289 -5.9146 -3.2348 0.094
H 0.0491 -5.5051 -2.9791 0.108
H 0.0977 -1.4048 -2.1234 0.114
S -0.8122 3.0012 1.3586 0.352
C -1.0719 3.8967 -0.1209 -0.788
C -1.7327 3.3578 -1.2377 -0.156
C -1.9000 4.0747 -2.4123 -0.117
C -1.4244 5.3752 -2.5224 -0.139
C -0.7793 5.9386 -1.4261 -0.133
C -0.6044 5.2167 -0.2566 -0.157
H -2.1235 2.3473 -1.1835 0.071
H -2.4062 3.6080 -3.2497 0.096
H -1.5566 5.9376 -3.4382 0.084
H -0.4018 6.9538 -1.4849 0.091
H -0.0926 5.6624 0.5874 0.085
```

orbital gap (spin up / spin down)	6.332 / 5.501	eV
LUMO (spin up / spin down)	2.231 / 1.401	eV
spin multiplicity	1
relative energy (zero: lowest compared OMol25 entry of this formula, charge and spin)	281.9	kJ/mol
strongest force on any atom	0.00127	hartree/bohr
net charge	-1

=====

Entry 3:
This record from the OMol25 dataset describes a molecular structure, CH3NSi at a distorted geometry. The level of theory is wB97M-V/def2-TZVPD.

The geometry in XYZ format:
```
6
Properties=species:S:1:pos:R:3:lowdin_charge:R:1
C -2.7073 -0.1666 0.6410 -0.236
N -1.5372 -0.0931 0.3228 -0.232
Si 0.7592 0.0099 -0.2424 0.834
H 1.5947 -0.9244 0.4247 -0.121
H 0.8221 -0.0709 -1.5957 -0.141
H 1.0686 1.2451 0.4496 -0.104
```

orbital gap	9.479	eV
LUMO	-0.904	eV
spin multiplicity	1
relative energy (zero: lowest compared OMol25 entry of this formula, charge and spin)	213.2	kJ/mol
strongest force on any atom	0.09476	hartree/bohr

=====

Entry 4:
This record from the OMol25 dataset describes 2 unconnected molecules or ions with the total composition CH4N2O3 at a distorted geometry. The level of theory is wB97M-V/def2-TZVPD.

The geometry in XYZ format:
```
10
Properties=species:S:1:pos:R:3:lowdin_charge:R:1
C 0.2035 0.2556 0.2385 -0.455
N 1.1949 -0.5686 -0.3331 0.080
N -1.2365 -0.2005 0.0414 -0.417
O -1.6029 -1.3539 0.0122 0.063
O -1.9685 0.7425 0.0535 0.080
O 0.1924 1.5439 -0.1737 0.028
H -0.0485 0.3178 1.7605 0.260
H 0.6711 -1.0583 -1.1440 0.139
H 1.6210 -1.3076 0.2662 0.111
H 0.9734 1.6292 -0.7215 0.109
```

orbital gap	10.549	eV
LUMO	-0.065	eV
spin multiplicity	1
relative energy (zero: lowest compared OMol25 entry of this formula, charge and spin)	278.7	kJ/mol
strongest force on any atom	0.09749	hartree/bohr

=====

Entry 5:
This record from the OMol25 dataset describes C5H5NO in the gas phase. The level of theory is wB97M-V/def2-TZVPD.

The geometry in XYZ format:
```
12
Properties=species:S:1:pos:R:3:lowdin_charge:R:1
C -0.9775 0.8212 -2.4143 0.131
C -0.7707 0.6063 -1.2488 -0.070
C -0.4986 0.3594 0.1739 -0.403
O -1.7172 0.0344 0.8140 -0.017
C 0.5036 -0.7653 0.3674 -0.233
C 1.8124 -0.5479 0.9419 -0.086
N 0.9887 -0.9440 1.8002 0.158
H -1.1736 1.0187 -3.4457 0.030
H -0.0711 1.2800 0.6055 0.150
H -1.4826 -0.2295 1.7158 0.093
H 0.2769 -1.6831 -0.1762 0.133
H 2.8559 -0.2623 0.8781 0.115
```

orbital gap	11.057	eV
LUMO	0.953	eV
spin multiplicity	1
relative energy (zero: lowest compared OMol25 entry of this formula, charge and spin)	398.0	kJ/mol
strongest force on any atom	0.01016	hartree/bohr

=====

Entry 6:
This record from the OMol25 dataset describes a molecular structure, C4H8N at a distorted geometry. The level of theory is wB97M-V/def2-TZVPD.

The geometry in XYZ format:
```
13
Properties=species:S:1:pos:R:3:lowdin_charge:R:1
C 0.4754 -0.5741 -0.8844 0.108
C 1.6695 0.0064 -0.1002 -0.063
C 0.6088 0.6513 0.7326 -0.097
C -1.8293 -0.0731 -0.0954 0.006
N -0.4147 0.0440 -0.1273 -0.102
H 0.2982 -1.1097 -1.7595 0.137
H 2.0656 -1.0054 0.3899 0.184
H 2.4358 0.4053 -0.7338 0.121
H 0.6811 0.1601 1.7593 0.164
H 0.5739 1.7338 0.9123 0.150
H -2.2958 0.9078 -0.0999 0.104
H -2.1240 -0.3825 0.9677 0.140
H -2.1443 -0.7639 -0.9614 0.146
```

orbital gap	11.618	eV
LUMO	-4.783	eV
spin multiplicity	1
relative energy (zero: lowest compared OMol25 entry of this formula, charge and spin)	85.5	kJ/mol
strongest force on any atom	0.09541	hartree/bohr
net charge	+1

=====

Copy entry 1 word for word.
This record from the OMol25 dataset describes a molecular structure, C25H24BF2N7Ru. The level of theory is wB97M-V/def2-TZVPD.

The geometry in XYZ format:
```
60
Properties=species:S:1:pos:R:3:lowdin_charge:R:1
Ru -0.6764 -0.9536 -0.0953 1.183
C -2.6974 5.2855 -2.4549 -0.042
C -1.9057 4.1077 -1.9605 -0.261
C -0.7629 3.6723 -2.6285 -0.018
C -0.0626 2.5566 -2.2146 -0.005
C -0.4539 1.8312 -1.0873 -0.234
N 0.2307 0.6643 -0.6869 -0.086
C 1.6358 0.7286 -0.7800 -0.220
C 2.3131 1.8969 -0.4037 -0.011
C 3.6888 1.9828 -0.4383 -0.023
C 4.4784 0.8993 -0.8216 -0.264
C 5.9786 0.9832 -0.8126 -0.042
C 3.8239 -0.2698 -1.1669 0.025
C 2.4347 -0.3499 -1.1599 -0.125
N 1.8467 -1.5795 -1.5617 -0.065
C 2.2543 -2.3900 -2.5537 -0.024
C 1.5357 -3.5607 -2.4637 -0.017
C 0.6962 -3.3705 -1.3700 -0.123
N 0.8920 -2.1724 -0.8126 -0.048
C -1.5920 2.2760 -0.4183 -0.125
C -2.3168 3.3781 -0.8571 0.029
N -2.0871 1.5548 0.7069 -0.066
C -2.6861 2.0500 1.8009 -0.035
C -3.3201 1.0079 2.4421 -0.026
C -3.0471 -0.1084 1.6543 -0.124
N -2.2914 0.2167 0.6032 -0.039
H -2.0530 6.0095 -2.9519 0.082
H -3.2101 5.7926 -1.6383 0.080
H -3.4544 4.9701 -3.1754 0.090
H -0.4250 4.2092 -3.5067 0.121
H 0.8062 2.2316 -2.7714 0.128
H 1.7340 2.7540 -0.0869 0.124
H 4.1652 2.9113 -0.1475 0.121
H 6.3150 1.9955 -1.0328 0.082
H 6.4195 0.3128 -1.5495 0.081
H 6.3791 0.7090 0.1654 0.089
H 4.3935 -1.1487 -1.4442 0.125
H 3.0213 -2.0733 -3.2393 0.139
H 1.6018 -4.4195 -3.1067 0.110
H -0.0392 -4.0384 -0.9513 0.114
H -3.2190 3.6569 -0.3257 0.125
H -2.6480 3.1044 2.0158 0.138
H -3.9065 1.0554 3.3420 0.106
H -3.3611 -1.1298 1.7897 0.115
N -1.3251 -4.2800 5.2154 0.150
C -1.2037 -3.6206 4.0452 -0.303
C -1.7101 -4.1495 2.8467 0.005
C -1.5559 -3.4434 1.6799 -0.125
N -0.9428 -2.2529 1.6109 -0.095
C -0.4624 -1.7420 2.7554 -0.134
C -0.5580 -2.3751 3.9675 0.003
H -1.8160 -5.1534 5.2705 0.114
H -0.9839 -3.8834 6.0717 0.114
H -2.2144 -5.1061 2.8296 0.120
H -1.9445 -3.8396 0.7494 0.116
H 0.0267 -0.7755 2.6840 0.119
H -0.1374 -1.9087 4.8478 0.120
F -1.4366 -0.8798 -2.9580 0.194
B -1.6378 -1.4142 -1.7639 -0.735
F -2.5269 -2.4154 -1.6966 0.156
```

orbital gap (spin up / spin down)	7.932 / 7.141	eV
LUMO (spin up / spin down)	-1.913 / -3.063	eV
spin multiplicity	2
relative energy (zero: lowest compared OMol25 entry of this formula, charge and spin)	5.9	kJ/mol
strongest force on any atom	0.01670	hartree/bohr
net charge	+1